1.
Molecular formula: C9H22BrHfO6S
Method: DFT, ωB97M-V with the def2-TZVPD basis set

Geometry as ORCA input:
```
! RIJCOSX wB97M-V def2-TZVPD def2/J DEFGRID3
* xyz 3 1
Hf -12.513 0.568 -4.150
Br -12.615 -2.087 -3.562
O -15.902 -8.142 -5.593
S -15.500 -6.993 -6.340
O -15.704 -6.964 -7.745
O -16.218 -5.745 -5.600
C -16.235 -5.633 -4.179
C -15.891 -4.191 -3.807
C -13.768 -6.565 -6.108
H -15.497 -6.316 -3.755
H -17.188 -5.853 -3.700
H -14.976 -3.770 -4.237
H -15.801 -4.085 -2.726
H -16.713 -3.570 -4.174
H -13.698 -5.506 -6.334
H -13.142 -7.207 -6.722
H -13.496 -6.782 -5.073
C -15.330 -0.858 -5.222
O -14.233 0.077 -5.546
C -14.338 0.466 -6.940
C -14.115 1.976 -7.028
O -13.442 2.471 -5.865
C -13.284 3.936 -5.917
C -14.399 4.673 -5.205
O -15.694 4.344 -5.578
C -16.651 4.905 -4.678
H -15.202 -1.257 -4.222
H -15.321 -1.699 -5.917
H -16.288 -0.360 -5.359
H -15.284 0.197 -7.408
H -13.630 -0.083 -7.570
H -15.109 2.420 -7.125
H -13.566 2.209 -7.941
H -13.204 4.236 -6.964
H -12.298 4.187 -5.527
H -14.227 5.708 -5.554
H -14.186 4.662 -4.129
H -16.302 4.921 -3.643
H -17.608 4.394 -4.728
H -16.822 5.948 -4.976
*
```

Values from the calculation:
orbital gap	1.6	eV
energy above the lowest of the compared OMol25 structures with the same formula, charge and spin	18.3	kcal/mol
DFT total energy	-3826.3513	Ha

natural (NBO) atomic charge list, values in e, 5 entries: number 1, Hf, carries 2.368; number 2, Br, carries -0.213; number 3, O, carries -0.784; number 4, S, carries 2.359; number 5, O, carries -0.789

---

2.
Molecular formula: C9H22F3LiN2O5S
Method: DFT, ωB97M-V with the def2-TZVPD basis set

Geometry as ORCA input:
```
! RIJCOSX wB97M-V def2-TZVPD def2/J DEFGRID3
* xyz 0 1
Li 11.156 -17.036 -8.704
C 8.688 -16.247 -5.494
F 8.572 -15.883 -4.214
F 7.488 -16.696 -5.918
F 8.962 -15.124 -6.204
S 10.004 -17.505 -5.726
O 10.002 -17.649 -7.180
O 11.172 -16.840 -5.211
O 9.530 -18.658 -5.015
C 14.263 -19.661 -9.829
C 13.073 -18.717 -9.664
C 11.868 -19.277 -10.382
O 10.762 -18.422 -10.174
C 9.591 -18.829 -10.852
N 12.709 -18.463 -8.253
H 15.139 -19.225 -9.345
H 14.515 -19.811 -10.881
H 14.064 -20.618 -9.345
H 13.319 -17.764 -10.144
H 11.650 -20.310 -10.078
H 12.110 -19.313 -11.458
H 9.643 -18.559 -11.914
H 8.751 -18.327 -10.382
H 9.458 -19.912 -10.784
H 12.285 -19.307 -7.874
H 13.534 -18.309 -7.683
C 9.639 -13.330 -10.291
C 10.481 -14.563 -10.051
C 11.742 -14.190 -9.335
O 12.511 -15.360 -9.084
C 13.761 -15.046 -8.493
N 9.806 -15.584 -9.241
H 9.194 -12.962 -9.368
H 8.836 -13.552 -11.000
H 10.204 -12.527 -10.778
H 10.734 -15.039 -11.001
H 11.500 -13.692 -8.387
H 12.311 -13.513 -9.985
H 14.309 -14.344 -9.125
H 14.310 -15.979 -8.393
H 13.610 -14.630 -7.493
H 9.446 -15.172 -8.383
H 9.006 -15.992 -9.711
*
```

Values from the calculation:
orbital gap	9.2	eV
energy above the lowest of the compared OMol25 structures with the same formula, charge and spin	0.0	kcal/mol
DFT total energy	-1547.2476	Ha

natural (NBO) atomic charge list, values in e, 5 entries: number 1, Li, carries 0.848; number 2, C, carries 0.675; number 3, F, carries -0.315; number 4, F, carries -0.328; number 5, F, carries -0.352

---

3.
Molecular formula: C9H22N2O2Si2
Method: DFT, ωB97M-V with the def2-TZVPD basis set

Geometry as ORCA input:
```
! RIJCOSX wB97M-V def2-TZVPD def2/J DEFGRID3
* xyz 0 1
C -3.068 -2.681 0.569
C -2.979 -1.866 -0.724
C -1.795 -2.248 -1.608
N -0.478 -2.298 -0.952
Si 0.149 -0.741 -0.447
C 0.039 -0.644 1.437
C 1.221 -0.010 2.089
C 1.921 -0.804 3.168
N 1.582 1.160 1.752
O 1.699 -0.644 -1.011
Si 2.451 0.789 -1.446
C 1.302 2.169 -2.013
C 0.922 3.026 -0.846
C 0.101 4.371 -1.257
O 1.570 4.148 -0.684
H -2.510 -2.233 1.387
H -4.112 -2.724 0.870
H -2.735 -3.703 0.407
H -3.878 -2.112 -1.293
H -3.045 -0.795 -0.537
H -1.760 -1.585 -2.470
H -1.993 -3.243 -2.011
H -0.517 -2.915 -0.151
H -0.775 0.256 -1.015
H -0.834 -0.031 1.664
H -0.155 -1.629 1.855
H 2.531 -1.607 2.762
H 1.201 -1.184 3.889
H 2.576 -0.136 3.723
H 2.397 1.470 2.271
H 3.339 0.457 -2.582
H 3.340 1.268 -0.372
H 1.851 2.851 -2.656
H 0.377 1.833 -2.469
H 0.595 2.534 0.065
H 0.108 5.411 -0.927
H -0.634 4.094 -0.436
*
```

Values from the calculation:
orbital gap	8.9	eV
DFT total energy	-1195.0307	Ha

natural (NBO) atomic charge list, values in e, 5 entries: number 1, C, carries -0.618; number 2, C, carries -0.421; number 3, C, carries -0.213; number 4, N, carries -1.047; number 5, Si, carries 1.833